66
Properties=species:S:1:pos:R:3 method="wB97M-V/def2-TZVPD" relative_energy_ev=0.225 spin_multiplicity=5 s_squared=6.01 energy_ha=-3786.16936 molar_mass_g_mol=592.6 homo_lumo_gap_ev="6.440 / 6.422" lumo_ev="0.22 / 0.20"
Fe 0.04 -0.27 0.63
C -3.45 2.70 0.04
C -2.25 1.79 -0.14
N -1.96 0.87 0.76
N -2.79 0.74 1.86
C -2.38 0.14 2.96
N -3.28 0.09 3.99
S -0.83 -0.47 3.15
C -1.41 1.94 -1.22
C -1.24 3.15 -1.96
C -0.05 3.48 -2.51
C 1.07 2.59 -2.28
C 0.88 1.37 -1.78
N -0.45 0.87 -1.49
H -4.36 2.10 0.17
H -3.60 3.33 -0.83
H -3.32 3.34 0.92
H -3.70 1.16 1.83
H -4.27 0.15 3.79
H -3.02 -0.51 4.75
H -2.05 3.88 -1.98
H 0.09 4.41 -3.03
H 2.08 2.93 -2.49
H 1.68 0.66 -1.63
S -2.13 -1.79 -3.91
C -0.95 -0.84 -4.70
C -0.37 0.04 -3.85
C -0.88 -0.04 -2.52
C -1.84 -1.00 -2.40
C -2.54 -1.56 -1.23
C -3.85 -2.02 -1.35
C -4.44 -2.67 -0.27
C -3.69 -2.86 0.87
C -2.39 -2.38 0.91
N -1.83 -1.71 -0.11
H -0.76 -0.98 -5.75
H 0.38 0.75 -4.16
H -4.39 -1.88 -2.28
H -5.46 -3.02 -0.34
H -4.10 -3.39 1.73
H -1.77 -2.53 1.77
C 3.94 1.09 2.74
Si 2.88 1.08 1.19
C 3.96 1.76 -0.20
C 1.42 2.24 1.51
N 2.12 -0.42 0.81
C 2.74 -1.63 0.68
C 4.12 -1.88 0.73
C 4.64 -3.16 0.59
C 3.81 -4.26 0.38
C 2.44 -4.05 0.31
C 1.97 -2.78 0.47
F 0.62 -2.54 0.42
H 4.39 2.07 2.90
H 4.75 0.36 2.69
H 3.34 0.85 3.63
H 3.93 2.86 -0.20
H 3.64 1.41 -1.18
H 5.01 1.46 -0.06
H 1.75 3.28 1.64
H 0.90 1.94 2.42
H 0.70 2.23 0.68
H 4.79 -1.04 0.87
H 5.71 -3.31 0.63
H 4.22 -5.25 0.27
H 1.74 -4.86 0.14